P.
# C13H18N2O4S2

An isolated molecule of C13H18N2O4S2 (wB97M-V/def2-TZVPD, the Open Molecules 2025 dataset).

Each atom is followed by the atoms it is bonded to, with distances in Å.
Element x y z (Å)
1 S -3.62299 -0.89501 -0.39416  O3 1.430, O6 1.447, C17 1.832, C20 1.819
2 S 1.04881 -1.77019 0.49247  C13 1.657
3 O -4.04129 -2.22215 -0.72259  S1 1.430
4 O -3.00870 1.67582 0.84545  C19 1.406, H32 0.979
5 O -1.20289 2.26242 -1.68294  C16 1.402, H39 0.966
6 O -4.35792 0.20249 -0.98612  S1 1.447
7 N 2.19491 0.60130 0.29222  C10 1.403, C13 1.358, H26 1.010
8 N -0.10426 0.59877 0.63147  C13 1.370, C15 1.454, C21 1.450
9 C 5.85791 0.51453 0.35910  C11 1.381, C12 1.385, H30 1.080
10 C 3.49860 0.13846 0.05773  N7 1.403, C11 1.394, C18 1.390
11 C 4.54779 0.88869 0.58531  C9 1.381, C10 1.394, H33 1.082
12 C 6.13810 -0.60834 -0.40151  C9 1.385, C14 1.384, H23 1.079
13 C 1.05155 -0.11421 0.45089  S2 1.657, N7 1.358, N8 1.370
14 C 5.09762 -1.34144 -0.94513  C12 1.384, C18 1.383, H35 1.079
15 C -1.33752 -0.16936 0.69532  N8 1.454, C19 1.551, C20 1.530, H38 1.099
16 C -0.05161 2.55089 -0.93658  O5 1.402, C21 1.540, H25 1.093, H34 1.100
17 C -3.60277 -0.57767 1.41021  S1 1.832, C19 1.521, H24 1.084, H31 1.085
18 C 3.78257 -0.97270 -0.72749  C10 1.390, C14 1.383, H28 1.076
19 C -2.52591 0.49608 1.43814  O4 1.406, C15 1.551, C17 1.521, H29 1.097
20 C -1.84720 -0.61684 -0.67630  S1 1.819, C15 1.530, H22 1.085, H37 1.089
21 C -0.14773 2.04359 0.51381  N8 1.450, C16 1.540, H27 1.089, H36 1.095
22 H -1.38689 -1.54282 -1.00373  C20 1.085
23 H 7.16150 -0.90463 -0.57393  C12 1.079
24 H -3.33305 -1.48429 1.93913  C17 1.084
25 H 0.77092 2.06392 -1.46675  C16 1.093
26 H 2.16945 1.57459 0.56222  N7 1.010
27 H -1.09619 2.38307 0.92869  C21 1.089
28 H 2.98318 -1.54572 -1.16480  C18 1.076
29 H -2.22226 0.76359 2.45750  C19 1.097
30 H 6.66092 1.10147 0.77958  C9 1.080
31 H -4.57321 -0.20813 1.72623  C17 1.085
32 H -3.58929 1.42610 0.09782  O4 0.979
33 H 4.33146 1.76675 1.17947  C11 1.082
34 H 0.13540 3.63434 -0.91444  C16 1.100
35 H 5.30722 -2.20936 -1.55172  C14 1.079
36 H 0.64436 2.49568 1.12017  C21 1.095
37 H -1.73297 0.16201 -1.42883  C20 1.089
38 H -1.08242 -1.06736 1.27462  C15 1.099
39 H -1.97227 2.63998 -1.23659  O5 0.966

Calculated values
**SMILES string**: O=S1(=O)C[C@@H](N(CCO)C(=S)Nc2ccccc2)[C@@H](O)C1
**Frontier orbital gap**: 8.67 eV
**Charge**: 0
**HOMO**: -8.30 eV

---

Q.
# C13H18N2O4S2

An isolated molecule of C13H18N2O4S2 (wB97M-V/def2-TZVPD, the Open Molecules 2025 dataset).

Each atom is followed by the atoms it is bonded to, with distances in Å.
Element x y z (Å)
1 S 3.41584 0.65018 -1.15431  O4 1.429, O6 1.432, N8 1.660, C16 1.804
2 S -1.85403 -0.56997 -0.93860  O3 1.430, O5 1.436, N7 1.673, C9 1.792
3 O -2.24371 -0.36503 -2.29957  S2 1.430
4 O 3.37654 0.23721 -2.52207  S1 1.429
5 O -1.36811 -1.85821 -0.53162  S2 1.436
6 O 4.29440 1.71218 -0.76446  S1 1.432
7 N -3.09442 -0.14772 0.10126  S2 1.673, C11 1.433, H33 1.008
8 N 3.82714 -0.67737 -0.24573  S1 1.660, C10 1.449, C20 1.446
9 C -0.56880 0.60319 -0.51024  S2 1.792, C12 1.382, C21 1.381
10 C 3.16652 -1.93186 -0.54629  N8 1.449, C18 1.544, H22 1.094, H38 1.088
11 C -4.22570 0.53670 -0.45249  N7 1.433, C14 1.498, C17 1.496, H37 1.081
12 C 0.68080 0.33761 -1.03726  C9 1.382, C16 1.381, H26 1.077
13 C 1.57186 2.17786 0.22785  C16 1.383, C19 1.386, H36 1.079
14 C -5.56420 -0.12658 -0.56395  C11 1.498, C17 1.505, H23 1.078, H28 1.080
15 C 2.44875 -1.10815 1.64066  C18 1.539, C20 1.536, H30 1.090, H39 1.088
16 C 1.75045 1.11410 -0.63825  S1 1.804, C12 1.381, C13 1.383
17 C -5.34199 0.96743 0.44477  C11 1.496, C14 1.505, H25 1.079, H31 1.079
18 C 2.14043 -2.17946 0.58016  C10 1.544, C15 1.539, H29 1.089, H35 1.089
19 C 0.30509 2.46191 0.71467  C13 1.386, C21 1.389, H34 1.079
20 C 3.78764 -0.50503 1.18915  N8 1.446, C15 1.536, H27 1.088, H32 1.094
21 C -0.76853 1.65448 0.36280  C9 1.381, C19 1.389, H24 1.078
22 H 3.92770 -2.71807 -0.55535  C10 1.094
23 H -6.17046 0.08173 -1.43071  C14 1.078
24 H -1.75446 1.83127 0.76223  C21 1.078
25 H -5.79565 1.93090 0.27330  C17 1.079
26 H 0.80840 -0.46743 -1.74147  C12 1.077
27 H 3.90345 0.55133 1.42417  C20 1.088
28 H -5.65985 -1.13746 -0.19745  C14 1.080
29 H 1.11530 -2.09789 0.22074  C18 1.089
30 H 1.67152 -0.34375 1.65322  C15 1.090
31 H -5.28656 0.68945 1.48605  C17 1.079
32 H 4.62609 -1.05854 1.62298  C20 1.094
33 H -3.33389 -0.91659 0.70835  N7 1.008
34 H 0.15657 3.29669 1.38236  C19 1.079
35 H 2.27101 -3.18026 0.98848  C18 1.089
36 H 2.43266 2.76825 0.50086  C13 1.079
37 H -3.90311 1.18697 -1.25321  C11 1.081
38 H 2.73165 -1.86853 -1.54142  C10 1.088
39 H 2.52367 -1.53152 2.64038  C15 1.088

Calculated values
**SMILES string**: O=S(=O)(NC1CC1)c1cccc(S(=O)(=O)N2CCCC2)c1
**Frontier orbital gap**: 10.09 eV
**Charge**: 0
**HOMO**: -9.74 eV

---

Least stable: Q

---

P.
# C4H12O2

A cluster of 2 separate species, C4H12O2 in total (wB97M-V/def2-TZVPD, the Open Molecules 2025 dataset).

Each atom is followed by the atoms it is bonded to, with distances in Å.
Element x y z (Å)
1 O -3.62014 1.68605 -0.37723  H10 0.984, H15 0.984
2 O -0.21851 0.19822 0.43227  C3 1.438, C5 1.473
3 C -1.12651 0.19504 1.54698  O2 1.438, H8 1.103, H17 1.103, H18 1.103
4 C 1.60477 -0.72746 -2.03842  C6 1.659, H9 1.103, H12 1.103, H13 1.103
5 C 1.08701 -0.45036 0.64189  O2 1.473, C6 1.533, H14 1.107, H16 1.107
6 C 2.07171 -0.25779 -0.51747  C4 1.659, C5 1.533, H7 1.107, H11 1.107
7 H 2.43617 0.78696 -0.48420  C6 1.107
8 H -2.08049 0.68747 1.29390  C3 1.103
9 H 1.49925 -1.82276 -2.11446  C4 1.103
10 H -4.39221 1.07627 -0.39498  O1 0.984
11 H 2.89434 -0.91243 -0.17082  C6 1.107
12 H 2.28534 -0.38342 -2.83533  C4 1.103
13 H 0.61530 -0.26680 -2.19762  C4 1.103
14 H 1.49676 0.04724 1.54186  C5 1.107
15 H -3.47209 1.87105 0.57782  O1 0.984
16 H 0.96272 -1.52462 0.87846  C5 1.107
17 H -0.71801 0.66604 2.45687  C3 1.103
18 H -1.32544 -0.86866 1.76044  C3 1.103

Calculated values
**SMILES string**: CCCOC.O
**Frontier orbital gap**: 10.45 eV
**Charge**: 0
**HOMO**: -9.63 eV

---

Q.
# C4H12O2

A cluster of 2 separate species, C4H12O2 in total (wB97M-V/def2-TZVPD, the Open Molecules 2025 dataset).

Each atom is followed by the atoms it is bonded to, with distances in Å.
Element x y z (Å)
1 O 3.84295 1.34309 -1.33707  H8 0.970, H12 0.970
2 O 0.58412 0.08330 -1.64341  C3 1.438, H16 0.961
3 C -0.13894 -0.77597 -0.74525  O2 1.438, C5 1.524, H10 1.096, H18 1.078
4 C -1.38029 -0.77514 1.44699  C5 1.524, C6 1.517, H9 1.098, H13 1.095
5 C -1.11283 -0.02045 0.15058  C3 1.524, C4 1.524, H7 1.092, H11 1.091
6 C -2.33032 -0.03553 2.36981  C4 1.517, H14 1.089, H15 1.099, H17 1.090
7 H -0.70973 0.96584 0.38963  C5 1.092
8 H 4.08790 0.41041 -1.44500  O1 0.970
9 H -0.43354 -0.99625 1.95656  C4 1.098
10 H 0.61636 -1.29181 -0.14182  C3 1.096
11 H -2.03345 0.10766 -0.42081  C5 1.091
12 H 2.88504 1.31562 -1.48912  O1 0.970
13 H -1.72379 -1.78880 1.21580  C4 1.095
14 H -2.58107 -0.57319 3.28360  C6 1.089
15 H -3.27665 0.14430 1.84102  C6 1.099
16 H 0.17089 0.03724 -2.50965  O2 0.961
17 H -1.96373 0.96408 2.60325  C6 1.090
18 H -0.64923 -1.52401 -1.33072  C3 1.078

Calculated values
**SMILES string**: CCCCO.O
**Frontier orbital gap**: 11.29 eV
**Charge**: 0
**HOMO**: -10.57 eV

---

R.
# C4H12O2

A cluster of 2 separate species, C4H12O2 in total (wB97M-V/def2-TZVPD, the Open Molecules 2025 dataset).

Each atom is followed by the atoms it is bonded to, with distances in Å.
Element x y z (Å)
1 O -0.39593 0.11948 -3.09063  C6 1.418, H16 0.960
2 O 0.04842 -2.06950 1.81351  C3 1.429, H14 0.965
3 C 0.23378 -0.96088 2.69525  O2 1.429, C5 1.521, H11 1.095, H15 1.094
4 C -0.98424 2.29254 -2.21082  C6 1.535, H8 1.092, H10 1.069, H17 1.080
5 C 1.54566 -0.21072 2.52652  C3 1.521, H7 1.102, H13 1.087, H18 1.090
6 C -0.62876 0.83422 -1.88844  O1 1.418, C4 1.535, H9 1.090, H12 1.087
7 H 2.29885 -0.96058 2.23671  C5 1.102
8 H -0.11294 2.94336 -2.11467  C4 1.092
9 H 0.22865 0.86828 -1.21564  C6 1.090
10 H -1.33992 2.38023 -3.21539  C4 1.069
11 H 0.09132 -1.32254 3.71843  C3 1.095
12 H -1.47545 0.37573 -1.38482  C6 1.087
13 H 1.50590 0.54886 1.74970  C5 1.087
14 H 0.44408 -2.85683 2.20603  O2 0.965
15 H -0.63261 -0.31194 2.53900  C3 1.094
16 H 0.20394 -0.61098 -2.92489  O1 0.960
17 H -1.72658 2.60196 -1.49074  C4 1.080
18 H 1.93568 0.13734 3.48313  C5 1.090

Calculated values
**SMILES string**: CCO.CCO
**Frontier orbital gap**: 10.95 eV
**Charge**: 0
**HOMO**: -10.14 eV

---

S.
# C4H12O2

A cluster of 2 separate species, C4H12O2 in total (wB97M-V/def2-TZVPD, the Open Molecules 2025 dataset).

Each atom is followed by the atoms it is bonded to, with distances in Å.
Element x y z (Å)
1 O -2.68820 2.71621 -3.02963  H11 0.984, H14 0.984
2 O 0.06756 -1.58552 1.07333  C3 1.387, C5 1.404
3 C -1.26032 -1.86207 1.36386  O2 1.387, H9 1.103, H12 1.103, H18 1.103
4 C 2.19247 0.44749 0.98821  C6 1.554, H8 1.103, H15 1.103, H17 1.103
5 C -0.00913 -0.50810 0.17616  O2 1.404, C6 1.521, H10 1.107, H13 1.107
6 C 1.38620 -0.06645 -0.23683  C4 1.554, C5 1.521, H7 1.107, H16 1.107
7 H 2.11998 -0.78474 -0.65043  C6 1.107
8 H 1.87459 1.45393 1.30859  C4 1.103
9 H -1.92656 -1.93833 0.48813  C3 1.103
10 H -0.55808 0.30589 0.68755  C5 1.107
11 H -2.68415 2.75017 -4.01303  O1 0.984
12 H -1.23260 -2.84110 1.87114  C3 1.103
13 H -0.53149 -0.71945 -0.77668  C5 1.107
14 H -1.73701 2.71157 -2.77768  O1 0.984
15 H 2.20760 -0.21419 1.87057  C4 1.103
16 H 1.24281 0.73664 -0.98511  C6 1.107
17 H 3.21543 0.51459 0.58120  C4 1.103
18 H -1.67905 -1.11655 2.06062  C3 1.103

Calculated values
**SMILES string**: CCCOC.O
**Frontier orbital gap**: 10.61 eV
**Charge**: 0
**HOMO**: -9.95 eV

---

Least stable: P